<a>
DFT (ωB97M-V/def2-TZVPD) results for C31H36BrF6KN8O6S2Se as an isolated structure.

For the molar mass, the calculation gives 992.76 g/mol. For the LUMO energy, the calculation gives 4.0639 eV. The calculation puts the highest occupied orbital energy at -1.806 eV.

```
! wB97M-V def2-TZVPD RIJCOSX def2/J DEFGRID3
* xyz -2 1
K -1.5361 -0.1723 -0.4051
O 3.4265 1.5765 -2.1421
C 4.2083 0.7200 -1.5473
C 5.6141 0.8542 -1.5828
C 6.4482 -0.0523 -0.9518
C 5.9275 -1.1392 -0.2618
C 4.5453 -1.3038 -0.2245
C 3.6894 -0.4121 -0.8446
C 2.1823 -0.6048 -0.8458
O 1.5242 0.6122 -0.5474
N 1.7122 -1.5818 0.1079
N 0.7582 -2.4117 -0.3664
C -0.0231 -2.9660 0.4831
C -1.0424 -3.9110 0.0470
Br -1.3536 -4.0257 -1.8206
C -1.8473 -4.6196 0.8421
C -1.7946 -4.6514 2.3127
C -2.9910 -4.5283 3.0250
C -2.9868 -4.5285 4.4093
C -1.7938 -4.6664 5.1063
C -0.6042 -4.8099 4.4087
C -0.6040 -4.8082 3.0212
H 2.0807 1.2759 -1.0131
H 6.0169 1.7070 -2.1174
H 7.5233 0.0954 -0.9967
H 6.5781 -1.8464 0.2381
H 4.1111 -2.1466 0.3015
H 1.8670 -0.9758 -1.8327
H 1.4808 -1.1595 1.0192
H 0.0226 -2.7355 1.5447
H -2.6727 -5.1515 0.3856
H -3.9166 -4.3801 2.4816
H -3.9193 -4.3973 4.9448
H -1.7900 -4.6507 6.1891
H 0.3314 -4.9130 4.9431
H 0.3259 -4.9308 2.4825
C 1.2061 -1.5802 -4.6640
N 1.1515 -0.1423 -4.5409
C 2.1904 0.6041 -5.2181
C 0.3110 0.4203 -3.5934
N -0.7283 -0.1292 -3.1087
N 0.7553 1.6718 -3.1732
C 0.1535 2.4789 -2.2049
N 1.0596 3.4149 -1.7260
N -1.0719 2.3998 -1.8495
H 0.6650 -1.9541 -5.5417
H 0.7918 -2.0535 -3.7724
H 2.2502 -1.8926 -4.7479
H 2.2893 0.2308 -6.2409
H 3.1608 0.5198 -4.7140
H 1.9249 1.6571 -5.2679
H -1.0158 -0.9745 -3.5717
H 1.7738 1.6910 -3.0902
H 2.0368 3.1672 -1.8440
H 0.8560 3.7004 -0.7775
H -1.2464 3.1289 -1.1573
F -4.3514 0.5317 2.7259
C -4.9394 -0.6555 2.7017
F -4.4930 -1.3784 3.7371
F -6.2541 -0.4761 2.8645
S -4.5851 -1.5825 1.1500
O -3.1596 -1.7684 1.1385
O -5.3969 -2.7653 1.2452
N -5.1202 -0.5005 0.1477
S -5.0550 -0.5616 -1.4212
O -3.8067 -1.0488 -1.9442
O -6.2700 -1.0252 -2.0241
C -5.0267 1.2558 -1.7283
F -6.1322 1.8486 -1.2609
F -4.9664 1.4806 -3.0451
F -3.9755 1.8195 -1.1477
C 1.3618 6.0467 0.8817
C 0.9956 4.6542 1.3228
C 1.9629 3.7367 1.7080
C 1.6453 2.4446 2.1165
C 2.7621 1.5422 2.5427
C 0.3036 2.0151 2.1322
Se -0.1731 0.2502 2.6836
C -0.6858 2.9528 1.7660
C -2.1472 2.6045 1.8242
C -0.3284 4.2375 1.3674
H 2.4449 6.1608 0.8186
H 0.9880 6.8030 1.5780
H 0.9484 6.2817 -0.1026
H 3.0083 4.0318 1.6869
H 3.6965 2.1005 2.6198
H 2.9076 0.7376 1.8237
H 2.5315 1.0658 3.4979
H -2.4040 1.8091 1.1215
H -2.7633 3.4738 1.5833
H -2.4192 2.2230 2.8090
H -1.1157 4.9352 1.0904
*
```

---

<b>
DFT (ωB97M-V/def2-TZVPD) results for C31H36BrF6KN8O6S2Se as an isolated structure.

For the molar mass, the calculation gives 992.76 g/mol. For the LUMO energy, the calculation gives 3.7349 eV. The calculation puts the highest occupied orbital energy at -1.645 eV.

```
! wB97M-V def2-TZVPD RIJCOSX def2/J DEFGRID3
* xyz -2 1
K 0.3508 -0.3598 -0.8191
O -3.9105 -2.7479 4.1853
C -2.7239 -3.1772 4.7106
C -2.7601 -3.8040 5.9510
C -1.5830 -4.2595 6.5251
C -0.3725 -4.0840 5.8660
C -0.3515 -3.4613 4.6248
C -1.5171 -3.0045 4.0254
C -1.4764 -2.4355 2.6043
O -0.2015 -2.2625 2.1388
N -2.3243 -1.2278 2.5173
N -2.8001 -1.0044 1.2529
C -3.0201 0.2012 0.9196
C -3.6151 0.5270 -0.3971
Br -2.8154 -0.3506 -1.8808
C -4.5601 1.4260 -0.6485
C -5.3575 2.2139 0.3166
C -5.4872 1.9172 1.6748
C -6.2639 2.7141 2.5036
C -6.9342 3.8195 1.9972
C -6.8270 4.1187 0.6460
C -6.0515 3.3192 -0.1796
H -3.6717 -2.0834 3.5049
H -3.7165 -3.9156 6.4479
H -1.6129 -4.7468 7.4936
H 0.5520 -4.4277 6.3130
H 0.5758 -3.3216 4.0849
H -1.9895 -3.1434 1.9410
H -1.8680 -0.4265 2.9528
H -2.7601 1.0380 1.5708
H -4.7731 1.6407 -1.6891
H -5.0024 1.0457 2.0924
H -6.3463 2.4618 3.5534
H -7.5356 4.4402 2.6493
H -7.3423 4.9772 0.2333
H -5.9596 3.5615 -1.2322
C 4.6566 -0.0530 -2.6947
N 3.4384 0.7248 -2.8243
C 3.4458 1.9753 -2.0654
C 2.2058 0.0962 -3.0111
N 1.0822 0.6670 -3.1644
N 2.3103 -1.3190 -3.0404
C 1.2516 -2.2460 -3.0839
N 1.7032 -3.5364 -2.7856
N 0.0677 -1.9405 -3.4352
H 4.7368 -0.7875 -3.4956
H 4.7531 -0.5596 -1.7251
H 5.5021 0.6267 -2.7933
H 4.3776 2.4989 -2.2801
H 3.3900 1.7903 -0.9856
H 2.6372 2.6496 -2.3429
H 1.1535 1.6821 -3.1858
H 3.1101 -1.6823 -2.5512
H 2.4076 -3.5474 -2.0590
H 0.9352 -4.1195 -2.4860
H -0.5280 -2.7645 -3.3907
F 4.4369 -1.3320 0.6511
C 3.9563 -2.5718 0.6945
F 4.1891 -3.1314 -0.5262
F 4.6574 -3.2693 1.5871
S 2.1515 -2.6424 1.0133
O 1.6020 -2.1041 -0.2389
O 1.9420 -4.0490 1.2380
N 2.1020 -1.6339 2.1932
S 0.7932 -0.6629 2.4847
O 0.1410 -0.0228 1.3193
O 0.2223 -0.5563 3.8307
C 1.9747 0.7475 2.7358
F 2.8358 0.5339 3.7468
F 1.2989 1.8728 3.0145
F 2.7177 1.0045 1.6343
C -0.0512 9.6170 0.9387
C 0.1356 8.4252 0.0330
C 1.3951 7.9473 -0.2984
C 1.5797 6.8561 -1.1473
C 2.9795 6.3883 -1.4345
C 0.4718 6.1875 -1.7098
Se 0.6855 4.6815 -2.8629
C -0.8128 6.6730 -1.3697
C -2.0471 6.0014 -1.9040
C -0.9555 7.7638 -0.5186
H 0.8812 9.8732 1.4464
H -0.8040 9.4235 1.7074
H -0.3780 10.5046 0.3875
H 2.2724 8.4347 0.1221
H 3.7101 7.1007 -1.0414
H 3.1299 6.2510 -2.5071
H 3.1636 5.4080 -0.9852
H -2.1510 4.9929 -1.4944
H -1.9789 5.8670 -2.9848
H -2.9395 6.5814 -1.6531
H -1.9596 8.1043 -0.2737
*
```

---

Most favorable structure: <a>. The second most favorable one is 299.7 kJ/mol above it.

---

<a>
DFT (ωB97M-V/def2-TZVPD) results for C39H51AsN4O2P2SeSi2V as an isolated structure.

For the molar mass, the calculation gives 930.81 g/mol. For the LUMO energy (alpha / beta), the calculation gives 4.3303 / 4.3300 eV. The calculation puts the highest occupied orbital energy (alpha / beta) at -1.370 / -2.291 eV.

```
! wB97M-V def2-TZVPD RIJCOSX def2/J DEFGRID3
* xyz -2 4
V 0.4521 0.8331 0.3967
C 3.6132 -0.2664 -1.7750
Si 2.5205 -1.6622 -1.1346
C 2.5462 -2.9921 -2.4900
C 3.3035 -2.5201 0.3479
N 0.9927 -0.9953 -0.7814
P -0.4233 -1.6776 -0.4149
C -1.4292 -0.6802 0.4609
P -2.2006 0.6145 -0.2450
N -1.1943 1.6792 -0.8883
Si -1.1264 3.1906 -1.6518
C -0.9845 4.6095 -0.4146
C -2.6300 3.5723 -2.7539
C 0.3548 3.2202 -2.8075
C -3.4861 0.1763 -1.4910
C -4.7454 -0.2833 -1.1107
C -5.6690 -0.6942 -2.0610
C -5.3419 -0.6579 -3.4106
C -4.0869 -0.2118 -3.7997
C -3.1688 0.2043 -2.8452
C -3.2582 1.3863 1.0456
C -3.8112 2.6498 0.8623
C -4.5953 3.2325 1.8476
C -4.8372 2.5514 3.0339
C -4.2859 1.2921 3.2269
C -3.4993 0.7148 2.2380
C -0.0629 -3.1861 0.5650
C 0.2571 -2.9817 1.9076
C 0.6820 -4.0333 2.7011
C 0.7755 -5.3148 2.1682
C 0.4492 -5.5319 0.8378
C 0.0388 -4.4694 0.0386
C -1.1849 -2.3637 -1.9382
C -2.3756 -3.0872 -1.8697
C -3.0033 -3.5262 -3.0246
C -2.4480 -3.2456 -4.2684
C -1.2765 -2.5082 -4.3476
C -0.6547 -2.0630 -3.1870
H 4.6721 -0.4420 -1.5553
H 3.3258 0.6852 -1.3205
H 3.5028 -0.1730 -2.8588
H 3.5888 -3.2918 -2.6470
H 2.1496 -2.6464 -3.4468
H 1.9885 -3.8833 -2.1931
H 4.3849 -2.6373 0.2122
H 2.8702 -3.5189 0.4632
H 3.1278 -1.9713 1.2762
H -1.2609 4.2584 0.5828
H -1.6308 5.4523 -0.6809
H 0.0421 4.9772 -0.3483
H -3.5804 3.5119 -2.2184
H -2.6945 2.8846 -3.6004
H -2.5347 4.5881 -3.1512
H 1.2593 2.9750 -2.2485
H 0.4919 4.2056 -3.2633
H 0.2380 2.4811 -3.6059
H -5.0026 -0.3183 -0.0577
H -6.6462 -1.0452 -1.7482
H -6.0601 -0.9829 -4.1549
H -3.8172 -0.1956 -4.8495
H -2.1858 0.5514 -3.1406
H -3.6117 3.1946 -0.0523
H -5.0071 4.2237 1.6954
H -5.4436 3.0070 3.8088
H -4.4611 0.7614 4.1563
H -3.0336 -0.2560 2.3694
H 0.1913 -1.9771 2.3077
H 0.9649 -3.8453 3.7296
H 1.1123 -6.1391 2.7868
H 0.5244 -6.5275 0.4148
H -0.1963 -4.6453 -1.0042
H -2.8160 -3.2857 -0.8985
H -3.9350 -4.0762 -2.9583
H -2.9415 -3.5848 -5.1722
H -0.8504 -2.2672 -5.3151
H 0.2457 -1.4620 -3.2335
C 4.5550 1.8619 3.0009
As 4.5620 0.7533 1.3797
C 5.7206 1.9369 0.3140
C 6.0077 -0.4575 1.9666
H 5.5448 2.2841 3.1860
H 4.2565 1.2366 3.8442
H 3.8411 2.6765 2.8751
H 6.6522 2.1506 0.8443
H 5.1934 2.8720 0.1263
H 5.9467 1.4624 -0.6429
H 6.8540 0.1047 2.3695
H 6.3434 -1.0596 1.1208
H 5.6117 -1.1284 2.7302
O -0.4611 2.0876 2.1989
C 0.2772 1.4564 2.9552
C 0.3822 1.6851 4.4507
C 1.3882 0.6233 4.8722
C 1.7982 -0.0472 3.5522
O 2.6389 -0.9329 3.5033
N 1.1085 0.4843 2.5044
H -0.6044 1.5861 4.9047
H 0.7276 2.7061 4.6181
H 0.9674 -0.1412 5.5269
H 2.2787 1.0229 5.3582
Se 3.1168 5.1453 0.6943
C 2.3271 3.5429 0.4352
N 1.7887 2.5275 0.2640
*
```

---

<b>
DFT (ωB97M-V/def2-TZVPD) results for C39H51AsN4O2P2SeSi2V as an isolated structure.

For the molar mass, the calculation gives 930.81 g/mol. For the LUMO energy (alpha / beta), the calculation gives 4.2751 / 4.2739 eV. The calculation puts the highest occupied orbital energy (alpha / beta) at -0.680 / -2.118 eV.

```
! wB97M-V def2-TZVPD RIJCOSX def2/J DEFGRID3
* xyz -2 4
V -1.0329 -1.0968 -0.2532
C 2.9513 -3.2831 1.4694
Si 3.3474 -1.8153 0.3482
C 4.7237 -0.8723 1.2109
C 4.1210 -2.4671 -1.2323
N 1.9329 -0.9906 0.0457
P 1.5717 0.4971 -0.3483
C -0.0049 0.6622 -0.9745
P -1.2848 1.5694 -0.3186
N -2.3769 0.5083 0.2264
Si -3.9777 0.4832 0.7417
C -4.9915 -0.6733 -0.2972
C -4.8276 2.1486 0.7686
C -4.0614 -0.1741 2.4914
C -1.0110 2.8810 0.9427
C -0.5265 4.1452 0.6249
C -0.3838 5.1234 1.6059
C -0.6983 4.8335 2.9261
C -1.1334 3.5621 3.2635
C -1.2848 2.5890 2.2750
C -2.0934 2.5364 -1.6930
C -2.0933 1.9075 -2.9465
C -2.7648 2.4614 -4.0291
C -3.4301 3.6745 -3.8903
C -3.4390 4.3130 -2.6584
C -2.7875 3.7386 -1.5672
C 2.7776 0.9326 -1.7234
C 2.4073 0.5214 -3.0154
C 3.2883 0.6280 -4.0864
C 4.5668 1.1519 -3.8984
C 4.9562 1.5556 -2.6299
C 4.0712 1.4384 -1.5532
C 2.1450 1.6143 1.0036
C 2.5015 2.9453 0.8114
C 2.9731 3.7189 1.8708
C 3.0679 3.1749 3.1442
C 2.6765 1.8619 3.3582
C 2.2177 1.0894 2.2941
H 3.5352 -4.1857 1.2200
H 1.8844 -3.5216 1.3615
H 3.1430 -3.0378 2.5296
H 5.6365 -1.4915 1.2732
H 4.4261 -0.5861 2.2328
H 4.9717 0.0534 0.6647
H 4.8496 -3.2726 -1.0368
H 4.6286 -1.6587 -1.7847
H 3.3275 -2.8615 -1.8820
H -5.1999 -0.2424 -1.2863
H -5.9460 -0.9256 0.1896
H -4.4293 -1.6008 -0.4613
H -4.9033 2.5563 -0.2477
H -4.2661 2.8686 1.3882
H -5.8474 2.0547 1.1816
H -3.5311 -1.1388 2.5468
H -5.1074 -0.3400 2.7954
H -3.5966 0.5187 3.2120
H -0.2712 4.3702 -0.4026
H -0.0115 6.1064 1.3402
H -0.5889 5.5926 3.6923
H -1.3569 3.3238 4.2997
H -1.6195 1.5855 2.5210
H -1.5552 0.9766 -3.0514
H -2.7757 1.9310 -4.9774
H -3.9478 4.1153 -4.7362
H -3.9648 5.2517 -2.5373
H -2.8474 4.2312 -0.6059
H 1.4071 0.1262 -3.1528
H 2.9772 0.2991 -5.0743
H 5.2511 1.2454 -4.7356
H 5.9541 1.9537 -2.4696
H 4.4047 1.7393 -0.5669
H 2.4170 3.3790 -0.1816
H 3.2524 4.7539 1.7027
H 3.4350 3.7768 3.9681
H 2.7299 1.4375 4.3543
H 1.9087 0.0594 2.4400
C 1.2432 -5.1977 -1.1042
As 0.0643 -3.6433 -1.3669
C 0.2872 -3.5746 -3.3137
C -1.5799 -4.7110 -1.3622
H 0.9747 -5.9630 -1.8313
H 1.1213 -5.5935 -0.0957
H 2.2866 -4.9086 -1.2429
H -0.0482 -4.5092 -3.7604
H 1.3431 -3.4194 -3.5447
H -0.2926 -2.7507 -3.7275
H -1.4629 -5.5795 -2.0107
H -2.4036 -4.0993 -1.7264
H -1.8044 -5.0275 -0.3470
O -0.4645 -0.8934 1.7204
C -0.8420 -1.9532 2.2498
C -0.6582 -2.2558 3.7151
C -1.2970 -3.6344 3.8424
C -1.7429 -3.9665 2.4174
O -2.2825 -5.0218 2.1435
N -1.4409 -2.9314 1.5503
H -1.1357 -1.4765 4.3071
H 0.4111 -2.2394 3.9377
H -2.1737 -3.6563 4.4872
H -0.6136 -4.4121 4.1815
Se -3.4754 -1.8733 -4.3920
C -2.5465 -1.6079 -2.8703
N -1.9342 -1.4382 -1.8872
*
```

---

Most favorable structure: <a>. The second most favorable one is 115.1 kJ/mol above it.